{"formula": "C7H10ClN3O", "method": "ωB97M-V with the def2-TZVPD basis set", "species": ["C", "C", "C", "C", "C", "C", "C", "N", "N", "N", "O", "Cl", "H", "H", "H", "H", "H", "H", "H", "H", "H", "H"], "xyz": [[-4.11, 0.72, -0.60], [-2.90, 1.23, -0.56], [-2.97, -0.72, 0.45], [-0.77, 0.57, 0.36], [3.89, 0.00, -0.11], [2.43, -0.37, -0.52], [1.55, -0.51, 0.66], [-4.18, -0.47, 0.12], [-2.10, 0.26, 0.12], [0.09, -0.47, 0.42], [-0.37, 1.70, 0.43], [-0.29, -2.03, -0.17], [-4.98, 1.03, -0.99], [-2.63, 2.20, -1.02], [-2.79, -1.61, 0.98], [3.65, 0.98, 0.46], [4.20, -0.81, 0.51], [4.58, 0.04, -1.02], [2.32, -1.29, -0.99], [1.95, 0.42, -1.28], [1.86, -1.29, 1.34], [1.57, 0.42, 1.42]], "mol_weight_g_mol": 187.63, "de_lowest_kcal_mol": 7.81, "total_energy_ha": -972.349842, "smiles": "CCCN(Cl)C(=O)n1ccnc1", "e_lumo_ev": 0.520}

---

{"formula": "C7H10ClNO2", "method": "ωB97M-V with the def2-TZVPD basis set", "species": ["C", "C", "C", "C", "C", "C", "C", "N", "O", "O", "Cl", "H", "H", "H", "H", "H", "H", "H", "H", "H", "H"], "xyz": [[0.77, -1.15, -1.01], [-0.19, -0.90, -0.08], [-1.02, 0.28, -0.04], [-0.09, 1.56, 0.39], [1.24, -0.23, -2.00], [0.95, 1.94, -0.52], [-0.31, -1.83, 1.11], [0.50, 0.53, -2.95], [1.15, 1.39, -3.54], [-0.71, 0.43, -3.13], [2.35, 2.42, 0.31], [1.51, -1.92, -0.94], [-1.40, 0.51, -1.07], [-1.74, 0.26, 0.75], [-0.77, 2.32, 0.51], [0.18, 1.05, 1.35], [2.25, -0.02, -2.21], [0.76, 2.55, -1.37], [-1.38, -1.84, 1.15], [0.09, -1.46, 2.05], [0.09, -2.76, 0.86]], "mol_weight_g_mol": 175.62, "de_lowest_kcal_mol": 134.28, "total_energy_ha": -937.914052, "e_lumo_ev": [-0.591, -1.481]}

---

{"formula": "C7H10F2N2O3", "method": "ωB97M-V with the def2-TZVPD basis set", "species": ["C", "C", "C", "C", "C", "C", "C", "N", "N", "O", "O", "O", "F", "F", "H", "H", "H", "H", "H", "H", "H", "H", "H", "H"], "xyz": [[-2.07, -1.19, -0.22], [-0.09, 1.72, 2.41], [1.49, -1.07, -1.10], [0.27, -1.97, -0.82], [0.88, 0.26, -1.38], [-0.95, -1.13, -1.27], [-1.32, 1.25, -1.42], [-1.37, 1.95, 2.70], [-0.42, 0.21, -1.46], [-1.87, -0.49, 0.88], [-3.03, -1.88, -0.37], [0.28, 0.92, 1.57], [-0.79, 2.42, -1.89], [-2.46, 0.99, -2.13], [2.17, -1.03, -0.25], [2.05, -1.42, -1.97], [0.32, -2.91, -1.36], [0.20, -2.18, 0.24], [0.62, 2.32, 2.98], [1.42, 1.18, -1.50], [-1.37, -1.48, -2.22], [-1.64, 2.61, 3.41], [-2.09, 1.43, 2.22], [-0.99, -0.01, 0.95]], "mol_weight_g_mol": 208.16, "de_lowest_kcal_mol": 14.32, "total_energy_ha": -807.653533, "e_lumo_ev": [0.593, 0.515]}

---

{"formula": "C7H10F6N2O7RbS2", "method": "ωB97M-V with the def2-TZVPD basis set", "species": ["Rb", "C", "C", "O", "O", "H", "H", "H", "C", "F", "F", "F", "S", "O", "O", "N", "S", "O", "O", "C", "F", "F", "F", "C", "O", "N", "C", "C", "H", "H", "H", "H", "H", "H", "H"], "xyz": [[17.88, -8.51, 3.80], [13.97, -6.98, 5.92], [14.58, -6.15, 4.77], [14.11, -5.03, 4.51], [15.55, -6.72, 4.17], [12.88, -6.95, 5.89], [14.35, -6.60, 6.87], [14.30, -8.02, 5.89], [17.32, -12.27, 4.18], [16.84, -13.50, 4.22], [17.00, -11.75, 2.97], [16.73, -11.47, 5.06], [19.16, -12.38, 4.35], [19.38, -13.18, 5.53], [19.58, -12.95, 3.10], [19.54, -10.74, 4.46], [21.05, -10.66, 4.73], [21.46, -10.77, 6.12], [21.89, -11.39, 3.79], [21.43, -8.81, 4.32], [21.50, -8.59, 3.02], [20.41, -8.07, 4.87], [22.52, -8.41, 4.93], [17.55, -10.12, 0.10], [17.32, -9.33, 1.00], [18.71, -10.79, -0.03], [18.90, -11.64, -1.19], [19.81, -10.55, 0.87], [16.81, -10.37, -0.67], [18.24, -11.44, -2.02], [18.85, -12.69, -0.85], [19.95, -11.58, -1.51], [20.18, -9.53, 0.76], [19.47, -10.56, 1.91], [20.55, -11.34, 0.79]], "charge": -1, "mol_weight_g_mol": 497.75, "de_lowest_kcal_mol": 0.00, "total_energy_ha": -2328.696843, "e_lumo_ev": 2.061}

---

{"formula": "C7H10FI2N3O2", "method": "ωB97M-V with the def2-TZVPD basis set", "species": ["C", "C", "C", "C", "C", "C", "C", "N", "N", "N", "O", "O", "F", "I", "I", "H", "H", "H", "H", "H", "H", "H", "H", "H", "H"], "xyz": [[0.32, -2.12, -1.29], [-0.67, -1.66, -0.52], [1.11, -3.29, -0.90], [-1.55, -0.51, -0.89], [-2.46, 1.63, -0.22], [-0.58, 0.66, 1.03], [0.42, 1.81, 0.77], [-1.54, 0.53, -0.03], [1.69, 1.67, 1.37], [2.66, 0.54, 0.04], [2.05, -3.73, -1.52], [-2.25, -0.55, -1.88], [1.63, 0.87, 2.49], [3.35, -1.10, 0.96], [3.99, 1.86, -0.68], [0.59, -1.63, -2.21], [-0.94, -2.19, 0.39], [0.77, -3.76, 0.04], [-1.93, 2.58, -0.31], [-3.01, 1.44, -1.15], [-3.17, 1.68, 0.61], [-1.09, 0.84, 1.99], [-0.01, -0.27, 1.10], [0.60, 1.91, -0.31], [0.02, 2.76, 1.13]], "mol_weight_g_mol": 440.98, "total_energy_ha": -1282.509337, "e_lumo_ev": [-1.280, -1.276]}

---

{"formula": "C7H10FIN2", "method": "ωB97M-V with the def2-TZVPD basis set", "species": ["C", "C", "C", "C", "C", "C", "C", "N", "N", "F", "I", "H", "H", "H", "H", "H", "H", "H", "H", "H", "H"], "xyz": [[1.56, 0.03, 0.43], [0.46, -0.79, 0.89], [-0.77, -0.55, 0.03], [-0.54, -0.14, -1.37], [0.54, 2.13, 0.37], [0.22, -0.42, 2.40], [-1.36, -0.64, -2.53], [1.54, 1.33, 0.24], [-1.17, 0.71, -0.36], [0.51, 3.18, -0.45], [3.43, -0.77, -0.14], [0.67, -1.93, 0.66], [-1.58, -1.29, 0.29], [0.51, 0.02, -1.60], [0.09, 2.31, 1.37], [0.17, -1.29, 3.01], [-0.64, 0.27, 2.39], [1.03, 0.14, 2.81], [-0.66, -0.81, -3.23], [-2.20, 0.10, -2.91], [-1.81, -1.60, -2.30]], "mol_weight_g_mol": 268.07, "de_lowest_kcal_mol": 37.12, "total_energy_ha": -779.628748, "e_lumo_ev": [-0.510, -0.509]}